Entry 1:
Formula: C3H3LiO2Y
Source: the OMol25 dataset
Level of theory: wB97M-V/def2-TZVPD

Structure (XYZ):
```
10
Properties=species:S:1:pos:R:3:forces:R:3
O 0.28039 1.73065 1.17485 -0.54 0.21 -1.02
C -0.03616 0.68976 0.61310 0.53 -1.38 0.19
C 0.48694 -0.66143 1.05391 -0.45 0.59 -0.90
H -0.01729 -0.96401 1.97070 -0.01 -0.05 0.32
H 0.29725 -1.41337 0.28648 -0.16 -0.17 0.03
H 1.56621 -0.63071 1.19428 0.16 0.19 0.34
O -1.15697 -1.02371 -2.65786 -0.28 2.62 1.43
C -1.04352 -2.03782 -3.14989 0.23 -2.28 -1.20
Y -1.37123 0.98200 -1.32865 -0.24 -0.71 -0.04
Li 0.99438 3.32864 0.84308 0.76 0.99 0.84
```
Positions in Å, forces in eV/Å.

Calculated values
**M**: 166.90 g/mol
**Net charge**: +3
**Gap between HOMO and LUMO**: 6.80 eV
**E**: -311.20356 a.u.
**Multiplicity**: 1

Results of the natural (NBO) charge analysis, in e, for atoms 1 through 8: -0.67 0.07 -0.76 0.33 0.24 0.32 -0.81 0.86

***

Entry 2:
Formula: C24H26BF5N10O4S3Ti
Source: the OMol25 dataset
Level of theory: wB97M-V/def2-TZVPD

Structure (XYZ):
```
74
Properties=species:S:1:pos:R:3:forces:R:3
Ti 0.27709 -0.35012 -0.60096 0.88 0.33 0.12
C 1.68228 2.86012 0.46985 0.02 -0.04 -0.05
C 0.39351 2.37060 1.02383 0.04 0.00 0.01
C -0.35819 2.94710 2.03613 -0.10 0.03 0.04
C -1.45696 2.12611 2.20418 0.08 0.02 0.01
N -1.37072 1.11543 1.33781 -0.07 -0.01 -0.02
N -0.22952 1.24599 0.60785 -0.11 0.02 0.04
B -2.32604 -0.09597 1.14606 -0.05 -0.07 -0.01
N -1.54010 -1.36684 1.52833 -0.02 -0.01 0.00
C -1.74293 -2.30223 2.45469 0.01 0.01 0.02
C -0.70898 -3.21611 2.39628 -0.03 -0.02 0.05
C 0.13873 -2.78321 1.39321 0.06 0.02 0.02
C 1.40856 -3.44315 0.99660 0.00 0.01 -0.05
N -0.37200 -1.64347 0.85174 -0.03 0.06 -0.11
N -2.64453 -0.24788 -0.37339 -0.04 0.04 -0.02
C -3.83950 -0.39325 -0.94534 0.01 -0.01 0.00
C -3.66041 -0.73186 -2.27188 -0.01 -0.02 0.01
C -2.28985 -0.80560 -2.46610 0.07 -0.03 0.01
C -1.61750 -1.19746 -3.73663 -0.05 -0.05 -0.01
N -1.66844 -0.50155 -1.29587 0.06 0.04 -0.03
N -3.60200 0.15945 1.89818 0.05 0.07 -0.01
C -4.42463 1.22956 1.71322 0.03 -0.02 -0.01
C -5.48282 1.09531 2.56675 -0.01 -0.01 0.02
C -5.23590 -0.11162 3.26249 -0.01 0.03 -0.02
C -6.06823 -0.75038 4.32575 0.02 0.00 -0.01
N -4.10890 -0.66295 2.85274 0.00 -0.05 0.01
H 2.08284 3.63385 1.12075 -0.01 0.01 0.01
H 1.54667 3.28514 -0.52634 0.01 0.00 0.02
H 2.40942 2.05003 0.41590 -0.02 0.03 -0.03
H -0.12869 3.84696 2.57834 0.02 0.00 0.00
H -2.28874 2.19741 2.88364 -0.01 -0.01 0.01
H -2.61352 -2.23474 3.08430 0.00 -0.01 -0.01
H -0.57672 -4.08852 3.01069 0.00 -0.01 0.00
H 1.54606 -4.32307 1.62029 -0.01 -0.02 0.00
H 2.24879 -2.76625 1.14908 -0.03 -0.03 0.01
H 1.38973 -3.74581 -0.04918 0.03 -0.01 0.04
H -4.74122 -0.26430 -0.37165 -0.01 0.01 0.01
H -4.42227 -0.92240 -3.00617 -0.01 0.00 -0.01
H -2.38507 -1.44971 -4.46512 -0.01 0.00 0.01
H -0.97174 -2.06264 -3.58678 -0.03 0.05 -0.04
H -1.01056 -0.38869 -4.13799 0.01 0.00 -0.01
H -4.19551 1.99825 0.99224 0.01 0.01 -0.01
H -6.31830 1.76367 2.68139 -0.01 0.00 0.01
H -6.96874 -0.16784 4.50741 -0.01 0.00 0.00
H -5.51240 -0.82295 5.26015 0.00 0.00 0.01
H -6.36317 -1.75738 4.03303 0.00 -0.01 0.00
O 3.03452 -1.48383 -2.94240 0.02 0.13 0.01
S 1.84295 -1.71183 -2.20527 -0.23 -0.23 0.24
O 1.23178 -3.00627 -2.19446 0.27 -0.02 -0.19
O 0.75159 -0.65537 -2.49560 -0.24 -0.18 0.15
O 2.00118 -1.22379 -0.70803 -0.48 -0.03 -0.16
F 3.93319 1.90309 -6.49035 -0.01 0.00 0.02
C 3.02575 1.94731 -5.54257 0.02 -0.01 0.04
C 3.37108 1.58626 -4.23906 -0.01 0.00 0.01
F 4.60990 1.21588 -3.96451 0.01 0.00 -0.03
C 2.41496 1.63939 -3.25831 -0.01 -0.01 0.06
F 2.76556 1.32079 -2.01673 -0.01 0.04 -0.05
C 1.08522 2.04224 -3.52006 -0.02 -0.02 0.11
S -0.11500 2.02944 -2.32469 0.10 -0.02 -0.09
C 0.78529 2.41411 -4.84899 -0.03 0.03 -0.05
F -0.44195 2.79347 -5.15900 0.03 0.00 0.01
C 1.73248 2.36241 -5.84593 -0.05 0.02 -0.04
F 1.42793 2.69959 -7.08964 0.01 -0.01 0.01
C 6.16884 -0.37276 2.95363 0.00 0.00 -0.03
N 4.73288 -0.17506 3.00111 0.04 -0.01 0.00
C 3.90430 -0.29613 1.95860 -0.18 0.08 0.30
N 4.44075 -0.58662 0.77186 -0.03 0.00 -0.12
S 2.23206 -0.06744 2.19456 0.09 -0.05 -0.20
H 6.57149 -0.21975 3.95012 0.00 0.00 0.00
H 6.64759 0.34368 2.28244 0.00 0.00 0.00
H 6.42120 -1.38784 2.63887 0.00 0.00 0.00
H 4.29292 0.04584 3.87796 -0.02 0.00 -0.02
H 5.42810 -0.73468 0.65653 0.01 -0.02 -0.02
H 3.82457 -0.74916 -0.00959 -0.01 0.01 0.03
```
Positions in Å, forces in eV/Å.

Calculated values
**<S²>**: 0.775
**M**: 768.41 g/mol
**Net charge**: +1
**Gap between HOMO and LUMO (spin up / spin down)**: 6.51 / 5.32 eV
**E**: -4346.90380 a.u.
**Multiplicity**: 2

Results of the Löwdin charge analysis, in e, for atoms 1 through 8: 1.14 -0.04 -0.37 0.02 -0.01 0.04 -0.08 -0.64

***

Entry 3:
Formula: C25H18Cl2IrN10O4
Source: the OMol25 dataset
Level of theory: wB97M-V/def2-TZVPD

Structure (XYZ):
```
60
Properties=species:S:1:pos:R:3:forces:R:3
Ir 0.47244 -0.65804 -0.26628 1.03 -1.03 -0.49
C 0.31619 0.64624 3.01073 -0.05 -0.04 -0.04
N 1.02629 -0.38139 2.27515 -0.40 0.47 0.28
C 0.92688 -1.73440 2.77855 0.01 0.02 -0.10
C 1.53179 -2.60033 1.73072 -0.28 -0.19 -0.05
N 1.33171 -2.40498 0.44418 0.19 0.20 0.38
C 2.08894 -3.39015 -0.21494 -0.10 0.08 -0.06
C 2.26806 -3.67586 -1.56940 0.02 0.02 0.08
C 3.09833 -4.73007 -1.89053 0.01 -0.01 0.01
C 3.74206 -5.49430 -0.90689 -0.03 -0.06 -0.04
C 3.56067 -5.23357 0.43372 -0.03 0.00 0.06
C 2.72248 -4.17254 0.75324 0.02 0.02 -0.08
N 2.33321 -3.64866 1.97118 -0.12 -0.21 0.01
C -0.49241 1.48778 2.05071 -0.09 0.08 -0.07
N -0.91626 0.88759 0.99337 -0.58 -0.36 -0.03
C -1.84099 2.94069 0.21874 4.29 -2.09 1.08
C -1.55853 3.93923 -1.76898 -0.59 0.53 1.93
C -3.78672 4.70157 -1.82151 -0.81 2.94 -0.79
C -3.07642 4.80254 0.41055 -2.12 0.98 0.88
C -2.20676 4.68927 1.60536 0.46 -0.12 -1.32
C -1.45322 3.59136 1.46214 -0.10 0.00 0.39
N -0.75697 2.77626 2.35651 0.19 0.21 -0.06
H 0.99441 1.28481 3.58404 -0.02 0.04 -0.01
H -0.38192 0.19275 3.71981 0.01 -0.01 0.01
H 2.00372 -0.13026 2.16579 -0.16 -0.03 -0.09
H -0.13094 -1.99656 2.87402 0.00 0.02 0.06
H 1.41609 -1.89383 3.74700 0.05 -0.05 -0.03
H 1.78719 -3.08450 -2.32882 0.00 -0.03 -0.05
H 3.25903 -4.97519 -2.93159 0.01 0.02 -0.01
H 4.38512 -6.31070 -1.20685 0.01 0.01 0.00
H 4.04398 -5.82528 1.19963 0.01 0.01 0.00
H 2.66888 -3.92927 2.87562 0.01 0.07 0.01
H -0.74251 3.84436 -2.45964 -0.13 -0.67 -0.01
H -3.75324 4.81507 -2.90504 0.77 -1.19 -0.11
H -4.50903 5.44799 -1.51392 -0.10 -0.50 1.06
H -2.22285 5.34055 2.46481 -0.20 0.19 -0.16
H -0.52681 3.12943 3.27142 0.16 0.01 -0.04
O 0.92870 -1.16019 -2.13360 -0.21 0.07 -0.30
N 0.33557 -0.21917 -2.83156 -0.02 -0.01 -0.14
O 0.42712 -0.20545 -4.02237 0.03 -0.04 0.04
O -0.29916 0.59857 -2.14280 -0.05 0.31 0.25
Cl -2.26725 -1.51684 -0.69469 -0.07 -0.13 0.06
C -3.26475 -0.13571 -0.99941 -0.15 0.38 0.12
C -4.54166 -0.33038 -1.52279 0.16 0.00 -0.02
C -5.35674 0.76574 -1.68829 -0.14 -0.11 -0.12
C -4.91867 2.04864 -1.40035 -0.08 1.69 -0.42
C -3.63181 2.34067 -0.97567 -1.64 -5.14 -0.66
Cl -2.78375 3.80451 -0.81848 0.47 2.47 -2.14
C -2.88057 1.15178 -0.69826 2.30 1.28 1.89
N -1.68241 1.61932 0.11449 -2.52 -0.17 -1.28
H -4.88331 -1.32669 -1.76379 0.05 -0.02 0.00
H -6.35177 0.63803 -2.09172 -0.04 -0.02 0.11
H -5.58415 2.89074 -1.56727 -0.04 -0.05 -0.04
O 2.08091 0.98085 -0.43146 -0.07 0.06 0.31
N 3.23787 0.92773 -0.95939 -0.11 0.17 -0.21
C 4.15464 0.19560 -0.37503 0.43 -0.32 0.04
C 3.94214 -0.51004 0.85084 -0.13 0.18 -0.07
N 3.72298 -1.01591 1.86404 0.51 0.06 -0.06
C 5.46185 0.14279 -0.95601 -0.02 -0.01 0.07
N 6.53234 0.06781 -1.36904 -0.01 0.00 -0.04
```
Positions in Å, forces in eV/Å.

Calculated values
**<S²>**: 0.757
**M**: 785.61 g/mol
**Gap between HOMO and LUMO (spin up / spin down)**: 5.66 / 5.67 eV
**E**: -2835.64862 a.u.
**Multiplicity**: 2

Results of the natural (NBO) charge analysis, in e, for atoms 1 through 8: 1.11 -0.25 -0.64 -0.26 0.46 -0.51 0.15 -0.21